{
  "formula": "C5H12N3O2",
  "method": "ωB97M-V with the def2-TZVPD basis set",
  "symbols": ["O", "O", "N", "N", "N", "C", "C", "C", "C", "C", "H", "H", "H", "H", "H", "H", "H", "H", "H", "H", "H", "H"],
  "xyz": [[-0.803, -2.776, 0.720], [-2.413, 1.183, 0.116], [-1.675, 1.015, 1.285], [-0.293, -0.672, 0.064], [-0.067, -1.753, 0.802], [0.754, 0.363, 0.014], [-2.680, -0.030, -0.532], [-1.353, -0.659, -0.972], [1.918, -0.139, -0.791], [1.132, 0.677, 1.457], [-0.886, 0.040, -1.826], [-2.185, 0.302, 2.012], [2.883, 0.368, -0.657], [-3.243, 0.233, -1.432], [-3.384, -0.678, 0.175], [1.654, -0.081, -1.825], [0.257, 1.260, -0.348], [0.210, 0.567, 2.139], [-1.470, -1.664, -1.225], [1.545, 1.616, 1.498], [1.740, -0.077, 1.719], [1.903, -1.119, -0.569]],
  "forces_ev_per_a": [[0.00, 1.87, -0.61], [-1.93, 0.04, -1.14], [0.28, -0.98, 3.22], [-1.20, -2.31, -0.38], [0.85, 0.51, -0.47], [-1.18, 0.78, 2.08], [-0.48, -0.03, 1.44], [1.46, 2.57, -0.22], [-0.22, 2.88, -1.01], [-3.89, -0.71, -0.07], [-1.23, -1.79, 1.55], [0.39, 1.61, -2.13], [-0.34, -0.16, 0.30], [-0.14, -0.21, -0.10], [1.63, 0.73, -1.34], [0.00, 0.12, -1.02], [-0.07, -0.18, -0.37], [1.33, 0.67, -1.37], [-0.24, -1.68, -0.99], [1.15, 2.19, 0.42], [2.84, -2.36, 1.38], [1.01, -3.55, 0.84]],
  "mol_weight_da": 146.170,
  "e_above_lowest_kcal_mol": 71.7,
  "gap_ha": [0.1862, 0.1860],
  "charge": -1,
  "smiles": "CC(C)N(CCO[NH-])N=O",
  "lumo_energy_ev": [3.75, 3.75],
  "fmax_ev_per_a": 4.0
}

{
  "formula": "C3H8S2",
  "method": "ωB97M-V with the def2-TZVPD basis set",
  "symbols": ["S", "S", "C", "C", "C", "H", "H", "H", "H", "H", "H", "H", "H"],
  "xyz": [[-1.801, -3.097, 0.773], [-1.079, -1.169, 0.473], [0.738, 2.118, -1.000], [0.716, -1.471, 0.640], [-0.226, 2.307, -0.118], [0.984, -2.427, 0.204], [0.940, -1.514, 1.700], [-0.041, 2.962, 0.725], [0.546, 1.649, -1.960], [1.187, -0.663, 0.092], [1.733, 2.487, -0.799], [-2.439, -3.237, -0.398], [-1.256, 2.055, -0.332]],
  "forces_ev_per_a": [[-0.13, 0.27, 0.13], [0.09, -0.40, 0.00], [0.00, -0.09, -0.22], [-0.68, -0.26, -0.07], [-0.23, 0.90, -0.27], [-0.07, -0.04, -0.24], [0.35, 0.32, 0.01], [-0.04, -0.39, 0.34], [0.14, -0.16, 0.14], [0.27, 0.13, 0.27], [0.13, -0.04, -0.11], [0.16, -0.01, -0.10], [0.01, -0.25, 0.12]],
  "mol_weight_da": 108.231,
  "e_above_lowest_kcal_mol": 29.9,
  "gap_ha": 0.3422,
  "smiles": "C=C.CSS",
  "lumo_energy_ev": 0.67,
  "fmax_ev_per_a": 1.0
}

{
  "formula": "C8H12N2S",
  "method": "ωB97M-V with the def2-TZVPD basis set",
  "symbols": ["S", "N", "N", "C", "C", "C", "C", "C", "C", "C", "C", "H", "H", "H", "H", "H", "H", "H", "H", "H", "H", "H", "H"],
  "xyz": [[1.087, -0.916, 1.358], [-2.342, 1.050, 0.128], [-1.491, -1.041, -0.042], [1.138, 0.648, -0.844], [2.384, -0.160, -0.750], [-2.854, -1.126, -0.363], [0.249, 0.532, 0.558], [-3.330, 0.182, -0.252], [1.990, -1.611, -0.154], [-1.257, 0.248, 0.193], [0.304, 1.758, 1.448], [-4.416, 0.402, -0.428], [-3.313, -1.942, -0.958], [0.357, 0.251, -1.535], [2.782, -2.252, -0.011], [3.151, 0.263, -0.082], [1.268, -2.096, -0.810], [-0.765, 1.872, 1.955], [1.070, 1.669, 2.322], [-0.739, -1.738, 0.018], [1.333, 1.785, -1.022], [2.891, -0.443, -1.707], [0.502, 2.664, 0.979]],
  "forces_ev_per_a": [[1.65, -3.77, 1.34], [-1.07, -0.90, 0.13], [-1.60, -2.36, -1.32], [-1.95, 1.80, 1.06], [1.07, -2.66, -0.50], [0.31, -0.88, -0.87], [-2.70, 2.98, -3.79], [-0.20, 0.04, 0.40], [-2.59, 4.38, 0.20], [4.65, 2.24, 1.33], [-1.55, -1.34, 3.80], [1.47, 0.33, 0.15], [0.52, 0.51, 0.90], [1.18, 0.37, -0.25], [1.70, -1.24, 0.95], [-0.32, 0.02, -0.25], [-0.21, 0.05, -0.12], [2.35, -0.10, -0.93], [-1.17, -0.02, -1.45], [-1.05, 0.27, -0.13], [-0.41, -2.09, 0.11], [-0.49, 0.82, 0.44], [0.42, 1.55, -1.21]],
  "mol_weight_da": 168.265,
  "e_above_lowest_kcal_mol": 60.0,
  "gap_ha": [0.1522, 0.1573],
  "lumo_energy_ev": [0.75, -3.45],
  "spin_multiplicity": 3,
  "fmax_ev_per_a": 5.5
}

{
  "formula": "C47H63F3N8O2",
  "method": "ωB97M-V with the def2-TZVPD basis set",
  "symbols": ["F", "F", "F", "O", "O", "N", "N", "N", "N", "N", "N", "N", "N", "C", "C", "C", "C", "C", "C", "C", "C", "C", "C", "C", "C", "C", "C", "C", "C", "C", "C", "C", "C", "C", "C", "C", "C", "C", "C", "C", "C", "C", "C", "C", "C", "C", "C", "C", "C", "C", "C", "C", "C", "C", "C", "C", "C", "C", "C", "C", "H", "H", "H", "H", "H", "H", "H", "H", "H", "H", "H", "H", "H", "H", "H", "H", "H", "H", "H", "H", "H", "H", "H", "H", "H", "H", "H", "H", "H", "H", "H", "H", "H", "H", "H", "H", "H", "H", "H", "H", "H", "H", "H", "H", "H", "H", "H", "H", "H", "H", "H", "H", "H", "H", "H", "H", "H", "H", "H", "H", "H", "H", "H"],
  "xyz": [[-0.332, 0.095, -0.146], [-1.775, -0.624, -1.672], [-1.347, -1.795, 0.099], [1.283, -1.833, 1.365], [4.381, -4.131, -1.332], [-0.660, -4.136, 6.188], [-0.457, 5.646, -0.609], [6.187, -0.745, -1.880], [5.738, 3.067, 0.435], [-2.520, -4.265, -4.735], [-4.507, 1.761, 7.516], [-1.068, 0.674, -4.629], [-6.518, 0.107, -1.673], [-0.896, -4.806, 5.287], [6.799, -0.119, -2.623], [2.484, -2.752, -1.810], [2.828, 5.247, -0.513], [-1.198, -5.652, 4.123], [3.832, -3.063, -1.178], [7.316, 2.173, -3.346], [-5.707, 0.347, -0.899], [0.053, -2.094, -2.919], [0.976, -2.793, -3.674], [-2.748, -0.132, 7.095], [-1.053, -7.392, -4.497], [-1.083, 5.456, 0.331], [-4.034, 2.453, -5.938], [-4.406, 1.506, -4.802], [1.985, -1.724, 0.394], [-0.848, -3.711, 2.515], [1.532, -2.070, -1.035], [-1.864, 5.210, 1.550], [4.372, -1.967, -0.346], [-5.281, 1.531, 1.204], [-3.367, 1.490, -3.676], [-3.217, -1.214, 9.354], [-0.793, -0.968, -0.815], [4.820, 3.526, 0.939], [5.736, -1.590, -0.354], [5.854, 2.546, -3.566], [-1.115, -7.225, -2.982], [-0.454, -5.136, 2.886], [-3.142, -1.409, 7.844], [3.447, -1.280, 0.482], [-1.726, -5.063, -4.951], [3.659, 4.113, 1.616], [-0.707, -6.089, -5.224], [-4.677, 0.661, 0.097], [3.852, -0.244, 1.309], [6.151, -0.500, 0.530], [7.591, 0.678, -3.564], [-2.415, 6.526, 2.108], [2.202, -3.128, -3.118], [-3.736, 0.934, 7.332], [5.245, 0.132, 1.316], [-1.318, 7.516, 2.484], [-2.065, 1.039, -4.197], [-5.838, 2.852, 0.682], [0.274, -1.726, -1.591], [2.498, 4.313, 0.644], [-3.685, 0.810, -2.886], [8.649, 0.461, -3.407], [-3.853, 1.180, -0.399], [7.940, 2.748, -4.031], [1.648, 4.719, 1.195], [-2.695, -0.327, 6.023], [2.188, 3.346, 0.239], [-3.915, 3.476, -5.573], [0.793, -3.074, -4.710], [-3.984, -0.487, 9.628], [-1.899, -6.527, -2.688], [-0.900, -1.803, -3.360], [5.530, 2.287, -4.576], [-1.334, -8.180, -2.504], [-2.260, -0.870, 9.753], [-4.513, 1.732, 1.954], [3.358, 3.449, 2.428], [-4.528, 0.498, -5.203], [-4.813, 2.455, -6.701], [-2.275, -5.644, 3.951], [-1.768, 0.216, 7.424], [-0.325, -3.392, 1.621], [0.265, -5.716, -4.898], [2.978, -3.677, -3.651], [-1.922, -3.640, 2.324], [7.199, -0.206, 0.506], [-0.643, 7.089, 3.228], [6.481, -2.137, -0.948], [-1.224, 4.720, 2.286], [3.130, 6.233, -0.152], [-3.470, -2.154, 9.846], [-6.655, 2.690, -0.023], [0.623, -5.175, 3.059], [-0.661, -6.258, -6.301], [3.146, 0.305, 1.929], [5.712, 3.617, -3.429], [-4.285, -0.267, 0.514], [1.953, 5.371, -1.148], [-0.899, -6.677, 4.347], [-2.411, -2.188, 7.620], [7.605, 2.457, -2.332], [5.198, 2.039, -2.855], [-0.729, 7.810, 1.613], [-3.077, 6.989, 1.373], [3.958, 5.068, 2.053], [-0.667, -5.798, 2.043], [-6.232, 3.450, 1.504], [-5.370, 1.805, -4.388], [7.333, 0.382, -4.582], [-6.082, 0.985, 1.707], [-0.591, -3.006, 3.307], [-4.111, -1.763, 7.484], [-3.104, 2.152, -6.423], [-3.019, 6.310, 2.992], [3.632, 4.852, -1.138], [-0.164, -6.860, -2.589], [-3.256, 2.487, -3.245], [-0.302, -8.145, -4.744], [-2.679, 4.534, 1.311], [-5.067, 3.434, 0.179], [-2.014, -7.769, -4.854], [5.595, 0.937, 1.959], [-1.753, 8.424, 2.902]],
  "forces_ev_per_a": [[-0.34, 0.17, -0.45], [-0.05, 0.67, 0.64], [-0.28, 0.36, -0.03], [-0.18, 0.28, -0.04], [0.19, -0.08, -0.63], [0.04, 0.19, 0.20], [0.08, 0.12, -0.32], [-0.06, 3.27, -4.90], [0.42, -0.09, -0.40], [-0.16, 0.14, 0.08], [-0.17, 0.14, 0.04], [0.19, -0.06, -0.10], [-0.17, 0.02, -0.17], [-0.26, -0.37, -0.22], [0.44, -0.02, -0.35], [-0.17, 0.08, 0.50], [0.02, -0.01, -0.07], [0.32, 0.12, -0.03], [-0.17, 0.33, 0.37], [-0.20, 0.26, 0.02], [0.42, -0.14, 0.05], [-1.18, 0.49, 0.16], [0.71, -0.28, -0.08], [-0.32, -0.08, 0.12], [-0.01, -0.15, 0.27], [-0.18, -0.34, 0.44], [-0.01, -0.02, -0.01], [-0.14, 0.17, -0.27], [0.90, 0.24, -0.62], [-0.12, -0.19, 0.02], [-0.08, 0.40, 0.47], [0.02, 0.37, -0.09], [0.25, 0.05, 0.62], [-0.03, 0.32, 0.08], [0.04, -0.17, -0.29], [-0.04, 0.01, -0.01], [0.52, -1.61, -0.38], [-0.30, 0.30, 0.48], [-0.38, -0.78, 2.39], [0.00, -0.04, -0.01], [-0.01, -0.03, 0.01], [-0.03, 0.26, -0.17], [0.02, -0.21, 0.26], [-0.17, 0.37, -0.31], [0.44, -0.12, -0.21], [-0.08, -0.12, -0.17], [-0.30, -0.11, 0.10], [-0.29, 0.06, 0.19], [0.65, 0.05, -0.12], [-0.01, -1.62, -0.19], [0.01, 0.30, 0.26], [0.04, 0.27, 0.16], [0.19, -0.16, 0.29], [0.42, -0.17, -0.21], [-1.11, -0.27, 0.18], [-0.02, 0.02, -0.01], [-0.34, 0.16, 0.35], [-0.09, -0.05, 0.14], [1.47, -0.34, -0.11], [-0.16, 0.12, -0.32], [0.09, -0.02, 0.01], [-0.04, -0.10, 0.01], [-0.01, -0.02, -0.02], [0.09, -0.11, -0.01], [0.03, -0.05, 0.05], [0.03, 0.08, -0.01], [0.00, -0.03, 0.11], [0.01, 0.00, -0.03], [-0.26, 0.23, 0.25], [0.04, 0.04, -0.02], [0.04, 0.04, -0.04], [0.32, -0.17, -0.06], [-0.02, 0.01, 0.02], [0.04, 0.01, 0.00], [-0.02, -0.01, 0.01], [0.02, -0.10, -0.03], [0.11, -0.01, 0.04], [0.00, -0.03, 0.13], [0.00, 0.03, 0.02], [-0.01, 0.03, 0.06], [-0.02, 0.04, -0.01], [-0.02, 0.01, 0.02], [-0.03, 0.05, 0.02], [-0.30, 0.10, -0.05], [0.00, -0.01, 0.02], [-0.24, -0.02, 0.14], [0.00, 0.02, -0.01], [-0.45, -1.39, 2.27], [0.03, -0.02, -0.05], [0.00, -0.01, -0.01], [0.05, 0.00, 0.00], [0.04, -0.02, -0.03], [-0.03, -0.08, 0.05], [0.00, 0.10, -0.01], [0.06, -0.29, -0.09], [0.00, 0.00, -0.01], [0.02, -0.04, -0.12], [0.01, 0.06, 0.04], [-0.05, 0.01, 0.10], [0.01, 0.07, -0.12], [0.05, -0.08, -0.01], [0.03, -0.02, -0.01], [0.01, -0.06, 0.00], [-0.02, -0.11, -0.01], [0.06, -0.02, 0.01], [-0.02, -0.09, 0.09], [0.03, 0.01, -0.02], [0.04, -0.09, 0.12], [-0.06, -0.07, 0.04], [0.08, -0.10, -0.01], [0.00, -0.01, 0.00], [0.04, 0.05, -0.10], [0.02, 0.02, 0.06], [-0.02, -0.11, -0.06], [0.06, -0.03, 0.10], [-0.02, 0.01, 0.01], [0.09, -0.02, -0.01], [0.01, 0.06, -0.10], [-0.07, -0.17, -0.07], [0.08, 0.07, -0.08], [0.04, 0.04, -0.10], [-0.22, -0.16, -0.13], [0.02, -0.02, 0.03]],
  "mol_weight_da": 829.069,
  "gap_ha": 0.2729,
  "lumo_energy_ev": -0.10,
  "fmax_ev_per_a": 5.9
}